{
  "formula": "C7H17N4O2",
  "method": "ωB97M-V/def2-TZVPD",
  "species": ["C", "C", "C", "C", "C", "C", "C", "N", "N", "N", "N", "O", "O", "H", "H", "H", "H", "H", "H", "H", "H", "H", "H", "H", "H", "H", "H", "H", "H", "H"],
  "coordinates": [[3.486718, -2.602493, 0.923661], [-4.651919, 0.684027, 0.235644], [-1.736273, -1.563305, -0.881086], [3.556251, -1.150784, 0.835853], [-3.200036, 0.950619, -0.269138], [-1.288045, -0.528594, 0.095598], [1.890703, 1.513297, -0.237983], [0.791036, 1.213266, -0.489174], [2.885558, 2.360208, -0.194912], [3.399979, -0.401830, -0.193589], [-2.133405, 0.346896, 0.630032], [-0.140303, 0.592319, -0.981484], [2.626513, 3.681561, 0.137262], [2.447643, -2.857535, 0.889397], [3.929597, -2.825741, -0.011368], [4.085370, -3.051715, 1.654012], [-4.931914, -0.345258, 0.100801], [-4.766483, 1.019002, 1.262440], [-5.350894, 1.203449, -0.415826], [-0.802362, -2.044568, -1.283662], [-2.351736, -2.208421, -0.424870], [-2.338740, -1.150047, -1.717356], [3.812220, -0.605519, 1.743195], [2.091874, 4.136579, -0.515387], [-3.011396, 2.018755, -0.388068], [-3.197206, 0.531684, -1.373264], [-0.275648, -0.781859, 0.587875], [3.159197, -0.980082, -1.020338], [3.880407, 2.142398, -0.235069], [-1.866717, 0.703700, 1.536802]],
  "atomic_forces_ev_per_a": [[-0.33, 0.74, -1.68], [1.04, 0.60, -0.48], [3.14, 2.78, -3.10], [0.44, 2.50, 0.49], [-1.22, -0.93, -0.93], [1.45, 0.14, 1.08], [-0.72, 0.59, -0.70], [2.67, 0.19, 1.19], [0.51, 0.77, -0.16], [-0.18, -1.29, 0.12], [-0.09, -1.04, -1.52], [-2.15, -0.91, -1.93], [0.36, 0.11, 1.29], [-0.53, -0.76, 0.34], [0.24, -1.26, -1.18], [0.39, -0.53, 1.45], [0.16, -0.63, 0.38], [-0.22, -0.11, 0.05], [0.04, 0.43, 0.10], [-1.24, 0.21, 0.26], [-2.01, -2.65, 2.01], [0.69, -0.20, 0.40], [-0.04, 0.09, 0.16], [-0.11, -0.32, -0.87], [0.13, -0.10, 0.33], [0.72, 0.68, 2.50], [-2.33, 0.26, 0.18], [0.23, 0.31, 0.29], [-0.72, -0.36, 0.18], [-0.35, 0.68, -0.29]],
  "mulliken_charge": [-1.07, -1.12, -1.27, 0.14, -0.32, 0.01, 0.38, 0.30, -0.13, -0.55, 0.02, -0.51, -0.39, 0.26, 0.32, 0.35, 0.30, 0.32, 0.38, 0.34, 0.43, 0.32, 0.40, 0.34, 0.36, 0.19, 0.48, 0.17, 0.27, 0.28],
  "max_force_ev_per_a": 5.22,
  "spin_multiplicity": 1,
  "charge": 1,
  "relative_energy_kcal_mol": 149.8,
  "homo_energy_ha": -0.4501,
  "e_lumo_ev": -2.65
}